Computed, not measured: a cluster of 7 separate species, C56H89BF5N5O15S7 in total at a distorted geometry, with the ωB97M-V functional and the def2-TZVPD basis.

Geometry (Å):
C  4.2065  -6.4058  0.8063
C  3.9577  -5.0811  1.6970
O  4.7468  -4.8606  2.6772
N  2.8993  -4.0994  1.4545
C  3.0186  -2.8733  2.2913
C  2.6508  -3.8292  0.0275
C  3.6249  -3.1675  -0.9844
B  5.0895  -2.6392  -0.5078
O  6.0999  -3.4546  0.1215
N  5.3953  -1.1694  -0.7236
C  4.1652  -0.3243  -0.6013
C  6.0433  -1.0356  -2.0673
C  3.2873  -2.9528  -2.5173
C  1.9005  -3.3941  -3.0634
C  0.9065  -4.0362  -2.0510
C  1.2321  -4.2714  -0.5216
N  0.2362  -4.8994  0.3568
C  -1.0757  -4.2348  0.3125
C  -1.8298  -3.7549  1.6131
N  -1.1096  -4.0302  2.8876
C  -3.2369  -3.0354  1.5528
C  -3.8774  -2.5476  2.9282
C  -4.9404  -3.5518  3.5942
C  -5.4939  -4.7040  2.6275
C  -4.7077  -6.0976  2.8886
F  -3.4286  -5.9169  3.5022
F  -5.4970  -6.8385  3.8581
C  -4.6048  -7.0379  1.5967
F  -4.1810  -8.3465  2.0900
F  -3.5761  -6.6300  0.6702
F  -5.8448  -7.2757  0.9399
C  -3.9130  -2.8004  0.1404
C  -5.3254  -2.0242  0.1113
C  -6.4853  -2.7756  -0.7206
C  -7.1361  -1.7396  -1.7786
C  -7.3188  -2.3266  -3.2664
N  -6.6989  -1.4824  -4.3377
C  -6.6468  -0.0440  -4.4969
C  -5.9563  0.5221  -5.7658
C  -5.5074  -0.8192  -6.4520
C  -5.9824  -1.9919  -5.5242
C  -3.1990  -3.2777  -1.1906
C  -3.8345  -3.0270  -2.6612
C  -3.7374  -1.4354  -2.9235
O  -2.3893  -1.0389  -2.4729
C  -1.8033  -3.9831  -1.0688
S  -0.8190  -4.5672  -2.5516
H  3.4419  -6.4059  -0.0579
H  4.0684  -7.3700  1.4313
H  5.2576  -6.3844  0.3287
H  2.8295  -3.2036  3.3870
H  2.1762  -2.1475  2.0203
H  4.0634  -2.3963  2.2925
H  6.7781  -2.7899  0.4181
H  3.5825  -0.3469  -1.6058
H  3.4261  -0.6681  0.1990
H  4.3970  0.8080  -0.4225
H  6.9326  -0.3065  -2.0889
H  6.3421  -2.0968  -2.4154
H  5.3002  -0.6550  -2.8741
H  4.0239  -2.4888  -3.2611
H  1.5694  -3.2749  -4.1599
H  0.5776  -5.0383  1.3186
H  -0.4128  -3.2988  3.0954
H  -1.7625  -4.0623  3.6867
H  -3.0437  -2.3353  3.6934
H  -4.4058  -1.5299  2.7472
H  -5.8533  -2.9078  3.9037
H  -4.5143  -3.9413  4.5986
H  -5.5654  -4.4249  1.5230
H  -6.5816  -4.9187  2.9691
H  -5.7433  -1.8091  1.1684
H  -5.0900  -0.9752  -0.3256
H  -6.1830  -3.7817  -1.1702
H  -7.3291  -3.0124  0.0402
H  -6.5812  -0.7451  -1.8709
H  -8.2006  -1.4718  -1.4058
H  -6.9579  -3.4138  -3.3801
H  -8.4527  -2.3550  -3.5100
H  -7.0698  0.7393  -3.7855
H  -5.8123  1.5881  -6.1357
H  -4.9375  -0.8694  -7.4396
H  -5.7509  -3.0656  -5.8228
H  -4.8827  -3.4628  -2.7757
H  -3.1946  -3.5184  -3.4939
H  -3.8029  -1.1331  -4.0236
H  -4.4975  -0.8182  -2.3339
H  -2.4871  -0.3324  -1.7982
C  -2.6146  2.0166  4.8099
C  -3.2202  1.9782  6.2149
C  -4.6700  1.5037  6.0784
S  -4.7217  0.4792  4.6128
O  -5.5512  1.1307  3.6237
O  -4.9246  -0.8995  5.0031
C  -3.0132  0.7026  4.1535
H  -1.5359  2.1362  4.8385
H  -3.0339  2.8580  4.2496
H  -2.6584  1.2709  6.8343
H  -3.1690  2.9538  6.7036
H  -4.9850  0.9166  6.9421
H  -5.3535  2.3416  5.9294
H  -2.9187  0.7190  3.0677
H  -2.4444  -0.1327  4.5686
C  0.6112  6.4974  3.3054
C  1.9778  5.9628  3.7364
C  1.7397  4.6565  4.4974
S  0.2228  3.9670  3.8465
O  -0.7751  3.9703  4.8966
O  0.5282  2.7790  3.0800
C  -0.1337  5.3043  2.7211
H  0.7037  7.3074  2.5791
H  0.0736  6.8845  4.1778
H  2.5883  5.7664  2.8494
H  2.5152  6.6809  4.3492
H  2.5541  3.9473  4.3441
H  1.5983  4.8354  5.5651
H  -1.2109  5.4593  2.6569
H  0.2667  5.0317  1.7417
C  4.7413  11.5903  4.3274
C  4.8541  10.8167  5.6425
C  3.7181  9.7925  5.6711
S  3.3521  9.4033  3.9633
O  2.0189  9.8704  3.6601
O  3.7776  8.0498  3.6807
C  4.5265  10.5390  3.2467
H  5.6327  12.1900  4.1320
H  3.8809  12.2662  4.3691
H  5.8181  10.2988  5.6788
H  4.8069  11.4817  6.5078
H  4.0104  8.8816  6.1949
H  2.8159  10.2083  6.1235
H  4.1279  10.9508  2.3197
H  5.4471  9.9855  3.0476
C  5.2836  4.5519  -2.3323
C  4.3896  5.7481  -2.6629
C  2.9824  5.4225  -2.1573
S  3.1928  4.3008  -0.7800
O  2.6307  3.0203  -1.1402
O  2.8408  4.9816  0.4481
C  4.9701  4.1880  -0.8866
H  6.3417  4.7873  -2.4661
H  5.0371  3.7129  -2.9920
H  4.7687  6.6391  -2.1501
H  4.3841  5.9649  -3.7382
H  2.4595  6.3176  -1.8181
H  2.3911  4.9129  -2.9206
H  5.2965  3.1839  -0.6153
H  5.3932  4.9209  -0.1958
C  4.5018  5.3256  -8.7633
C  5.0161  6.7662  -8.7447
C  4.4668  7.4332  -7.4823
S  4.2316  6.1232  -6.2866
O  2.8181  5.9924  -6.0185
O  5.2081  6.2632  -5.2258
C  4.7309  4.7868  -7.3575
H  5.0162  4.7210  -9.5131
H  3.4323  5.3181  -8.9979
H  6.1106  6.7618  -8.7126
H  4.7171  7.3137  -9.6414
H  5.1639  8.1691  -7.0799
H  3.4976  7.9005  -7.6660
H  4.1441  3.8950  -7.1379
H  5.7910  4.5936  -7.1779
C  -1.7729  -10.9744  -0.0015
C  -1.7442  -9.4445  -0.0128
C  -0.5766  -9.0152  -0.9035
S  -0.3499  -10.3280  -2.0982
O  0.9353  -10.9466  -1.8646
O  -0.7538  -9.8588  -3.4048
C  -1.6205  -11.4027  -1.4540
H  -2.6972  -11.3586  0.4354
H  -0.9342  -11.3553  0.5905
H  -2.6848  -9.0673  -0.4270
H  -1.6418  -9.0320  0.9933
H  -0.7914  -8.0829  -1.4278
H  0.3473  -8.9152  -0.3310
H  -1.3189  -12.4440  -1.5658
H  -2.5363  -11.2134  -2.0187

Atoms 1-3, force components in eV/Å:
C -1.1 0.7 -0.7
C 3.0 0.5 2.9
O -3.1 -1.0 -3.4

Output
**Molecular weight**: 1402.62 g/mol
**Energy**: -6900.562692 hartree
**Energy relative to the best compared isomer or geometry (same formula, charge and spin)**: 1674.47 kJ/mol
**Frontier orbital gap**: 7.56 eV

These are the Löwdin partial charges, in e, on atoms 1 to 99:
1. C 0.00
2. C -0.37
3. O -0.01
4. N -0.10
5. C -0.07
6. C -0.10
7. C 0.01
8. B -0.51
9. O 0.09
10. N -0.14
11. C -0.10
12. C -0.11
13. C -0.02
14. C -0.05
15. C -0.37
16. C -0.10
17. N 0.04
18. C -0.13
19. C -0.13
20. N 0.03
21. C -0.06
22. C -0.18
23. C -0.16
24. C -0.06
25. C -0.27
26. F 0.05
27. F 0.02
28. C -0.27
29. F 0.04
30. F 0.07
31. F 0.09
32. C -0.07
33. C -0.16
34. C -0.19
35. C -0.17
36. C -0.15
37. N -0.14
38. C -0.12
39. C -0.07
40. C -0.09
41. C -0.09
42. C -0.10
43. C -0.12
44. C -0.21
45. O -0.11
46. C -0.33
47. S 0.87
48. H 0.08
49. H 0.10
50. H 0.10
51. H 0.11
52. H 0.11
53. H 0.11
54. H 0.12
55. H 0.09
56. H 0.09
57. H 0.09
58. H 0.09
59. H 0.10
60. H 0.09
61. H 0.09
62. H 0.10
63. H 0.10
64. H 0.08
65. H 0.06
66. H 0.10
67. H 0.09
68. H 0.11
69. H 0.13
70. H 0.11
71. H 0.14
72. H 0.11
73. H 0.11
74. H 0.10
75. H 0.11
76. H 0.09
77. H 0.12
78. H 0.12
79. H 0.13
80. H 0.10
81. H 0.08
82. H 0.08
83. H 0.10
84. H 0.08
85. H 0.10
86. H 0.11
87. H 0.09
88. H 0.09
89. C -0.24
90. C -0.20
91. C -0.22
92. S 0.67
93. O -0.32
94. O -0.34
95. C -0.23
96. H 0.07
97. H 0.12
98. H 0.12
99. H 0.12